# 1
Below is 9 unconnected molecules or ions with the total composition C36H99N9O9, with properties calculated with ωB97M-V with the def2-TZVPD basis set.

The geometry in XYZ format:
```
153
Properties=species:S:1:pos:R:3
O -15.91 -13.75 -11.00
O -22.33 -14.55 -13.00
O -18.42 -10.23 -11.88
O -17.79 -7.05 -4.73
O -12.17 -9.57 -6.15
O -19.87 -10.53 -21.71
O -21.28 -6.67 -17.98
O -18.93 -14.08 -7.97
O -20.08 -13.33 -19.14
N -17.07 -12.83 -5.02
N -15.73 -10.32 -6.53
N -17.85 -8.02 -7.44
N -17.66 -13.65 -17.24
N -19.01 -9.42 -14.51
N -21.34 -6.93 -14.26
N -19.80 -9.15 -18.27
N -19.30 -14.86 -15.07
N -16.43 -14.47 -13.73
C -19.10 -11.14 -12.71
C -18.25 -13.24 -5.80
C -18.65 -14.35 -9.33
C -17.59 -10.78 -10.87
C -20.73 -14.73 -14.78
C -20.96 -5.66 -18.90
C -20.95 -14.82 -13.28
C -20.25 -8.51 -7.18
C -14.35 -10.05 -6.98
C -20.62 -11.20 -14.72
C -15.51 -15.00 -11.52
C -23.04 -7.60 -15.85
C -14.07 -13.97 -13.37
C -19.16 -14.42 -19.13
C -15.22 -14.94 -13.02
C -13.53 -9.29 -5.94
C -22.86 -15.36 -11.96
C -20.39 -10.16 -20.43
C -16.88 -15.24 -18.87
C -17.85 -13.55 -7.23
C -21.45 -15.85 -15.55
C -21.57 -7.26 -15.68
C -17.21 -7.39 -3.47
C -19.28 -12.14 -5.75
C -19.06 -7.73 -6.63
C -19.35 -9.37 -19.63
C -20.84 -11.11 -22.55
C -14.88 -13.02 -10.35
C -19.88 -10.34 -13.74
C -18.74 -7.99 -5.18
C -11.36 -9.26 -5.02
C -21.08 -6.21 -16.67
C -18.00 -10.11 -19.53
C -21.36 -13.75 -19.59
C -14.46 -9.34 -8.33
C -17.79 -14.02 -18.65
H -18.75 -13.48 -9.97
H -15.89 -14.99 -19.28
H -17.28 -7.23 -7.14
H -21.15 -8.30 -6.60
H -20.08 -9.59 -7.04
H -18.34 -9.02 -13.84
H -21.63 -14.77 -19.37
H -18.93 -15.79 -14.83
H -21.65 -4.81 -18.81
H -18.83 -11.21 -6.11
H -21.44 -11.72 -14.21
H -21.25 -9.51 -20.61
H -23.61 -6.74 -15.50
H -13.85 -11.02 -7.09
H -23.28 -7.80 -16.90
H -21.61 -11.58 -21.92
H -19.67 -11.87 -4.76
H -20.03 -11.95 -15.25
H -13.63 -14.05 -14.37
H -17.48 -10.04 -10.08
H -20.44 -11.91 -23.17
H -21.39 -15.66 -16.62
H -22.04 -13.03 -19.13
H -15.01 -15.94 -13.40
H -16.12 -14.40 -14.70
H -21.73 -7.62 -13.63
H -10.37 -9.15 -5.44
H -18.00 -7.93 -8.44
H -19.32 -6.67 -6.71
H -18.34 -9.00 -5.03
H -18.72 -14.38 -14.38
H -14.97 -8.40 -8.14
H -19.13 -8.45 -20.17
H -20.65 -8.60 -18.22
H -21.01 -6.06 -19.91
H -23.14 -16.36 -12.31
H -15.13 -12.02 -10.02
H -20.35 -8.31 -8.24
H -11.66 -8.33 -4.51
H -17.51 -13.27 -19.39
H -14.58 -15.31 -11.03
H -21.45 -13.49 -20.65
H -23.31 -8.47 -15.25
H -20.42 -14.02 -12.78
H -18.08 -11.68 -10.50
H -21.12 -13.76 -15.06
H -20.04 -5.98 -16.38
H -19.06 -14.82 -20.15
H -21.58 -5.23 -16.54
H -18.25 -12.83 -17.08
H -14.71 -13.59 -9.42
H -19.81 -11.65 -12.05
H -18.13 -14.36 -16.67
H -17.64 -10.49 -20.49
H -20.34 -6.96 -14.07
H -16.58 -10.98 -11.23
H -17.27 -16.04 -19.52
H -20.80 -8.03 -15.82
H -17.50 -12.60 -7.66
H -15.89 -10.13 -5.55
H -19.63 -15.24 -18.55
H -16.34 -15.68 -11.36
H -13.70 -8.21 -5.99
H -13.90 -13.03 -10.83
H -16.63 -13.52 -13.42
H -18.03 -7.65 -2.80
H -17.72 -14.90 -9.46
H -15.09 -9.98 -8.95
H -18.07 -10.98 -18.88
H -20.19 -12.30 -6.33
H -20.53 -9.69 -13.14
H -17.28 -9.41 -19.11
H -16.42 -13.59 -4.85
H -23.75 -14.87 -11.57
H -13.88 -9.56 -4.93
H -16.51 -12.22 -5.63
H -13.23 -14.03 -12.67
H -21.08 -10.64 -15.54
H -19.43 -15.07 -9.59
H -19.99 -5.18 -18.73
H -14.39 -12.92 -13.33
H -22.48 -16.00 -15.25
H -20.74 -11.09 -19.97
H -22.13 -15.38 -11.15
H -18.42 -10.00 -15.11
H -11.44 -10.03 -4.26
H -21.35 -10.35 -23.14
H -16.61 -15.75 -17.95
H -20.63 -15.80 -12.90
H -18.46 -11.87 -13.22
H -17.00 -14.24 -7.24
H -13.52 -9.17 -8.84
H -16.58 -8.27 -3.59
H -18.57 -14.11 -5.21
H -16.68 -6.50 -3.14
H -16.39 -9.75 -7.06
H -19.64 -7.88 -4.56
H -20.90 -16.76 -15.31
H -19.97 -10.04 -17.81
```

Computed properties:
- strongest force on any atom (eV/Å) = 2.3
- SMILES = COC[C@H](C)N.COC[C@H](C)N.COC[C@H](C)N.COC[C@H](C)N.COC[C@H](C)N.COC[C@H](C)N.COC[C@H](C)N.COC[C@H](C)N.COC[C@H](C)N
- lowest unoccupied orbital energy (eV) = 0.6
- molar mass (g mol⁻¹) = 802.24
- net charge = 0
- calculated total energy (eV) = -70770.3335
- frontier orbital gap (eV) = 9.2127

Mulliken atomic charge list, values in e, 8 entries: number 1, O, carries 0.295; number 2, O, carries -0.339; number 3, O, carries -0.454; number 4, O, carries -0.372; number 5, O, carries -0.353; number 6, O, carries -0.349; number 7, O, carries -0.231; number 8, O, carries -0.448

# 2
Below is 3 unconnected molecules or ions with the total composition C8H13NO, with properties calculated with ωB97M-V with the def2-TZVPD basis set.

The geometry in XYZ format:
```
23
Properties=species:S:1:pos:R:3
O 3.61 -0.52 1.36
N 3.34 -0.49 -0.95
C 0.04 -0.22 -0.59
C -1.85 1.40 0.49
C -2.27 1.19 -0.95
C -1.40 0.19 -0.27
C 2.51 0.06 -0.25
C -0.24 -1.55 0.15
C -1.75 -1.25 0.11
C 1.18 0.66 -0.10
H -2.32 -1.39 1.03
H -1.82 1.84 -1.71
H 3.48 0.30 1.84
H 0.11 -2.47 -0.33
H -2.59 1.25 1.27
H -1.13 2.20 0.69
H 0.15 -0.40 -1.67
H 1.04 0.90 0.97
H 1.18 1.62 -0.64
H -3.31 0.91 -1.16
H 0.15 -1.53 1.18
H -2.26 -1.78 -0.71
H 4.16 -0.91 0.23
```

Computed properties:
- strongest force on any atom (eV/Å) = 5.3
- lowest unoccupied orbital energy (eV) = 0.7
- molar mass (g mol⁻¹) = 139.20
- net charge = 0
- calculated total energy (eV) = -12039.4402
- frontier orbital gap (eV) = 9.8536

Mulliken atomic charge list, values in e, 8 entries: number 1, O, carries -0.798; number 2, N, carries -0.699; number 3, C, carries 0.211; number 4, C, carries -0.776; number 5, C, carries -0.684; number 6, C, carries 0.347; number 7, C, carries 0.334; number 8, C, carries -0.726

# 3
Below is a molecular structure, C20H21CoF5N6O2STe, with properties calculated with ωB97M-V with the def2-TZVPD basis set.

The geometry in XYZ format:
```
57
Properties=species:S:1:pos:R:3
Te -0.48 1.35 -4.25
Co -1.31 -0.45 1.05
S 1.30 1.70 0.95
F 1.26 2.13 -4.75
F 0.27 1.54 -2.45
F -1.01 3.27 -3.95
F -0.59 1.34 -6.21
F 0.76 -0.29 -4.27
O -4.68 -1.26 -0.83
O 0.33 0.52 1.14
N -2.61 -1.27 0.10
N -0.60 -2.21 1.26
N -2.44 1.26 0.40
N 2.72 1.49 -1.30
N 3.80 0.66 0.63
N -2.05 -0.39 2.85
C 6.04 -0.27 0.42
C -2.52 -2.67 -0.12
C 0.59 -2.52 1.80
C -1.25 -3.18 0.57
C 1.02 -3.84 1.96
C 2.75 1.14 0.03
C -3.75 -0.62 -0.31
C 0.31 -4.87 1.31
C -4.82 1.69 -0.17
C -4.64 3.05 0.20
C 4.84 0.38 -0.21
C -2.32 2.57 0.62
C 3.70 1.82 -3.52
C 4.90 0.80 -1.52
C -0.78 -4.52 0.56
C -3.66 0.86 -0.04
C 3.81 1.36 -2.10
C -2.68 -0.12 5.37
C -3.38 3.49 0.59
C -2.36 -0.30 3.97
H 5.92 -1.39 0.40
H 3.56 2.92 -3.54
H -5.73 1.23 -0.54
H -1.35 2.96 0.80
H 1.14 -1.63 2.08
H 0.69 -5.85 1.39
H -1.40 -5.21 -0.01
H 5.85 0.74 -2.10
H -3.50 0.54 5.46
H -3.25 4.45 1.13
H -1.84 0.34 5.87
H 1.84 -4.16 2.64
H 2.71 1.46 -3.91
H 6.10 0.09 1.45
H -2.49 -2.86 -1.22
H 4.54 1.59 -4.11
H -5.55 3.64 0.28
H -3.45 -3.10 0.20
H 6.95 -0.10 -0.18
H 1.76 1.76 -1.68
H -2.96 -1.06 5.83
```

Computed properties:
- strongest force on any atom (eV/Å) = 4.1
- ⟨S²⟩ = 3.766
- lowest unoccupied orbital energy (alpha / beta) (eV) = -0.7 / -0.7
- molar mass (g mol⁻¹) = 691.02
- spin multiplicity = 4
- net charge = 0
- calculated total energy (eV) = -103460.2116
- frontier orbital gap (alpha / beta) (eV) = 6.7628 / 6.8500

Mulliken atomic charge list, values in e, 8 entries: number 1, Te, carries 1.514; number 2, Co, carries -0.355; number 3, S, carries -0.265; number 4, F, carries -0.487; number 5, F, carries -0.440; number 6, F, carries -0.541; number 7, F, carries -0.508; number 8, F, carries -0.567

# 4
Below is a single C6H12N2 molecule, with properties calculated with ωB97M-V with the def2-TZVPD basis set.

The geometry in XYZ format:
```
20
Properties=species:S:1:pos:R:3
N 1.34 1.58 -2.16
N 0.96 0.99 0.11
C -0.69 0.24 -1.25
C -1.72 -1.44 0.48
C 0.76 0.68 -1.22
C 0.67 -0.14 2.29
C -0.55 -0.63 0.02
C 0.20 0.23 0.93
H -0.17 -0.47 2.91
H -2.58 -0.80 0.70
H -1.49 -2.00 1.39
H 1.79 1.49 0.42
H 0.69 1.93 -2.86
H -0.92 -0.36 -2.14
H -2.03 -2.15 -0.28
H 1.14 0.71 2.78
H 0.51 -1.12 -0.61
H 2.14 1.19 -2.64
H -1.43 1.05 -1.15
H 1.40 -0.96 2.27
```

Computed properties:
- strongest force on any atom (eV/Å) = 1.8
- lowest unoccupied orbital energy (eV) = 1.1
- molar mass (g mol⁻¹) = 112.18
- net charge = 0
- calculated total energy (eV) = -9394.1946
- frontier orbital gap (eV) = 7.6315

Mulliken atomic charge list, values in e, 8 entries: number 1, N, carries -0.546; number 2, N, carries -0.009; number 3, C, carries -0.720; number 4, C, carries -1.465; number 5, C, carries -0.190; number 6, C, carries -1.385; number 7, C, carries 0.706; number 8, C, carries 0.029